{"formula": "C24H35MnN2O13", "method": "the ωB97M-V functional and the def2-TZVPD basis", "elements": ["Mn", "O", "O", "O", "O", "O", "O", "O", "O", "O", "O", "O", "O", "O", "N", "N", "C", "C", "C", "C", "C", "C", "C", "C", "C", "C", "C", "C", "C", "C", "C", "C", "C", "C", "C", "C", "C", "C", "C", "C", "H", "H", "H", "H", "H", "H", "H", "H", "H", "H", "H", "H", "H", "H", "H", "H", "H", "H", "H", "H", "H", "H", "H", "H", "H", "H", "H", "H", "H", "H", "H", "H", "H", "H", "H"], "xyz": [[12.527, 28.083, 30.405], [11.279, 26.621, 26.435], [11.698, 24.454, 28.975], [11.259, 27.548, 28.441], [13.182, 26.418, 33.177], [10.355, 31.292, 31.657], [11.872, 30.199, 30.443], [10.869, 27.500, 31.343], [11.622, 32.423, 30.267], [9.345, 26.904, 27.447], [13.012, 23.827, 30.628], [12.992, 25.966, 29.986], [14.142, 28.027, 34.312], [13.499, 28.407, 32.192], [9.384, 25.048, 30.793], [8.337, 28.392, 32.330], [7.994, 27.661, 33.427], [11.318, 31.214, 30.764], [14.242, 26.910, 35.193], [8.609, 23.025, 31.407], [13.610, 27.687, 33.156], [9.611, 33.077, 33.059], [10.363, 26.034, 25.531], [7.926, 26.924, 25.536], [11.289, 23.106, 29.261], [10.766, 33.415, 30.834], [9.437, 24.064, 31.749], [8.981, 26.146, 26.248], [9.730, 32.598, 31.626], [13.536, 25.779, 34.427], [12.573, 24.837, 29.885], [7.466, 29.455, 32.194], [12.445, 22.591, 30.156], [14.294, 24.504, 34.116], [8.408, 24.676, 29.897], [10.653, 27.035, 27.542], [7.940, 23.434, 30.220], [11.963, 21.760, 31.323], [6.834, 28.189, 33.942], [6.541, 29.334, 33.206], [9.175, 28.194, 31.775], [15.300, 26.645, 35.258], [8.226, 25.343, 29.067], [12.585, 25.518, 34.895], [13.547, 23.761, 33.842], [11.155, 22.286, 31.835], [7.594, 30.173, 31.406], [14.837, 24.121, 34.981], [10.334, 23.101, 29.790], [6.342, 27.923, 34.865], [8.388, 27.683, 24.904], [10.542, 32.930, 33.606], [8.767, 32.456, 31.146], [11.374, 34.068, 31.456], [11.244, 22.531, 28.340], [5.669, 29.965, 33.300], [10.039, 24.200, 32.638], [10.574, 24.980, 25.358], [7.190, 27.377, 26.195], [9.952, 25.899, 30.855], [7.361, 26.248, 24.887], [13.112, 22.016, 29.510], [8.561, 26.809, 33.764], [11.588, 20.817, 30.927], [12.743, 21.627, 32.071], [8.688, 25.146, 26.566], [10.368, 26.556, 24.575], [7.254, 22.868, 29.612], [15.001, 24.619, 33.296], [13.834, 27.154, 36.167], [10.274, 33.989, 30.050], [9.375, 34.141, 33.145], [8.815, 32.585, 33.620], [8.444, 22.087, 31.908], [10.851, 26.739, 31.919]], "lowdin_charge": [1.0341, 0.0927, 0.0895, 0.1039, 0.0792, 0.1054, 0.0983, -0.3740, 0.0962, 0.0915, 0.1159, 0.0756, 0.1192, 0.0772, 0.0445, 0.0169, -0.1468, -0.5308, -0.0401, -0.1102, -0.5166, -0.0177, -0.0682, -0.0162, -0.0493, -0.0624, -0.1747, -0.2700, -0.2690, -0.2723, -0.5449, -0.1337, -0.2702, -0.0064, -0.1195, -0.5605, -0.0967, -0.0098, -0.1245, -0.1346, 0.0863, 0.1411, 0.1025, 0.1559, 0.0784, 0.0550, 0.0903, 0.0958, 0.0813, 0.0916, 0.0934, 0.0976, 0.1504, 0.1383, 0.1423, 0.0910, 0.1163, 0.1335, 0.0960, 0.0920, 0.0980, 0.1559, 0.0971, 0.1022, 0.0870, 0.1468, 0.1341, 0.0988, 0.0997, 0.1432, 0.1401, 0.0947, 0.0885, 0.1031, -0.0396], "multiplicity": 6, "charge": 1, "lumo_energy_ev": [-1.84, -2.13], "orbital_gap_ha": [0.27999, 0.26942], "total_energy_ha": -3174.0678}

***

{"formula": "C7H12NO", "method": "the ωB97M-V functional and the def2-TZVPD basis", "elements": ["O", "N", "C", "C", "C", "C", "C", "C", "C", "H", "H", "H", "H", "H", "H", "H", "H", "H", "H", "H", "H"], "xyz": [[-0.747, 4.267, 0.842], [-0.223, -1.058, -0.116], [-0.791, 1.857, 0.663], [0.507, -0.434, -1.302], [0.428, -0.473, 1.113], [0.377, 1.017, 1.258], [-0.837, 3.129, 0.852], [-0.080, -2.520, -0.270], [-0.034, 0.377, -2.184], [0.981, -2.620, -0.531], [1.386, -0.958, 1.179], [1.330, 1.476, 0.913], [-1.543, 1.321, 0.105], [-1.099, -0.784, 0.099], [0.351, 1.183, 2.447], [-0.748, -2.997, -1.174], [0.589, 0.832, -2.979], [1.585, -0.557, -1.234], [-0.296, -2.962, 0.656], [-0.119, -0.982, 1.867], [-1.018, 0.887, -2.201]], "lowdin_charge": [0.2471, -0.1280, -0.0985, -0.1180, -0.1424, -0.1499, -0.2026, 0.0175, 0.0853, 0.1058, 0.1394, 0.1286, 0.0951, 0.1172, 0.1760, 0.1847, 0.1003, 0.1414, 0.0815, 0.1250, 0.0947], "e_above_lowest_kcal_mol": 77.7, "charge": 1, "smiles": "C=C[N@@H+](C)CCC=C=O", "lumo_energy_ev": -2.92, "orbital_gap_ha": 0.35456, "total_energy_ha": -403.5464}